{
  "formula": "C32H45Cl2GeN4OSV",
  "method": "ωB97M-V with the def2-TZVPD basis set",
  "total_charge": -1,
  "energy_ev": -160008.1968,
  "relative_energy_ev": 1.204,
  "e_lumo_ev": [2.35, 2.35],
  "s_squared": 3.761,
  "multiplicity": 4,
  "orbital_gap_ev": [5.792, 6.364],
  "homo_ev": [-3.439, -4.018],
  "species": ["V", "C", "N", "C", "C", "C", "C", "C", "C", "C", "N", "C", "C", "C", "C", "C", "C", "N", "C", "C", "H", "H", "H", "H", "H", "H", "H", "H", "H", "H", "H", "H", "H", "H", "H", "H", "H", "H", "H", "H", "Cl", "C", "C", "C", "C", "C", "Cl", "C", "S", "H", "H", "H", "O", "C", "C", "C", "C", "C", "C", "N", "H", "H", "H", "H", "H", "H", "H", "H", "H", "H", "H", "C", "Ge", "C", "C", "C", "H", "H", "H", "H", "H", "H", "H", "H", "H", "H", "H"],
  "xyz": [[0.095130, -0.085602, 0.237155], [-2.735755, -0.592956, -1.448364], [-1.331019, -0.995265, -1.611264], [-0.927817, -0.690523, -3.008869], [-1.075679, -2.431756, -1.395022], [-1.934323, -3.398454, -1.891849], [-1.563420, -4.742446, -1.969744], [-0.262647, -5.080667, -1.616469], [0.608157, -4.128545, -1.086693], [0.194369, -2.795486, -0.864487], [0.923019, -1.808289, -0.254015], [2.272567, -1.860853, 0.108131], [2.950802, -2.909696, 0.720475], [4.310291, -2.796953, 1.026955], [5.003382, -1.635936, 0.731444], [4.324480, -0.562444, 0.148285], [2.980701, -0.658901, -0.138179], [2.212922, 0.413846, -0.769662], [2.236179, 0.194818, -2.235106], [2.709675, 1.771945, -0.477890], [-3.383783, -1.090776, -2.174231], [-3.081315, -0.804904, -0.443156], [-2.799991, 0.477588, -1.624034], [-1.658275, -1.108668, -3.709877], [-0.871400, 0.382641, -3.140014], [0.037907, -1.141306, -3.219287], [-2.909849, -3.097832, -2.264482], [-2.259059, -5.487954, -2.339314], [0.090913, -6.098993, -1.759552], [1.626954, -4.411151, -0.852067], [2.415366, -3.810115, 0.997224], [4.818174, -3.625812, 1.509292], [6.061282, -1.551274, 0.955637], [4.859821, 0.356215, -0.074979], [3.248621, 0.352980, -2.622581], [1.935185, -0.823743, -2.452600], [1.554032, 0.896794, -2.714710], [3.666676, 1.967789, -0.968782], [1.977432, 2.485208, -0.852774], [2.823122, 1.895073, 0.594987], [-1.570655, 1.938189, 0.472332], [-1.756745, 3.592730, -0.098617], [-2.530685, 4.381876, 0.736608], [-2.776014, 5.703819, 0.411077], [-2.221486, 6.215475, -0.751447], [-1.444531, 5.408439, -1.572469], [-0.794841, 6.159649, -3.008256], [-1.169326, 4.035612, -1.310849], [-0.226205, 3.026022, -2.354864], [-2.939348, 3.949027, 1.645740], [-3.392619, 6.324443, 1.050828], [-2.385688, 7.250555, -1.033012], [-1.419531, -0.956885, 1.223303], [-1.504415, -1.708612, 2.164383], [-0.342638, -2.265743, 2.909471], [-0.190852, -3.770173, 2.611839], [-1.456731, -4.637999, 2.704691], [-2.434222, -4.406107, 1.534355], [-3.351756, -3.179889, 1.703322], [-2.750967, -2.135519, 2.572902], [-0.513561, -2.101535, 3.979588], [0.557557, -1.734278, 2.618683], [0.568258, -4.156188, 3.294267], [0.196292, -3.876713, 1.597065], [-1.958923, -4.497953, 3.675184], [-1.140886, -5.681799, 2.676553], [-3.059967, -5.291113, 1.396291], [-1.845884, -4.290857, 0.617178], [-4.298578, -3.463469, 2.157369], [-3.569993, -2.738987, 0.732351], [-2.677283, -2.483430, 3.513096], [1.661138, 1.656493, 5.059962], [2.225736, 0.676296, 3.447401], [3.928574, 1.543976, 3.027087], [2.694473, -1.091987, 4.160177], [0.821646, 0.807032, 2.128997], [2.439140, 1.635601, 5.838625], [0.743301, 1.215925, 5.474619], [1.449552, 2.702492, 4.805832], [4.517590, 1.610482, 3.951479], [3.761723, 2.561149, 2.651984], [4.505997, 0.985415, 2.285291], [3.555269, -0.981500, 4.835369], [2.962476, -1.800292, 3.363420], [1.856992, -1.509362, 4.738740], [0.890702, 1.876862, 1.872335], [-0.074354, 0.739655, 2.772497]],
  "forces_ev_per_a": [[0.4375, 1.7095, -0.9299], [0.2670, -0.0375, -0.1190], [0.2509, -0.4702, 0.2333], [-0.0688, -0.1439, 0.3448], [-0.3204, 0.2722, -0.3030], [-0.0225, 0.0602, -0.0130], [0.1090, 0.0464, 0.0488], [0.1074, 0.1682, 0.0311], [-0.2340, -0.2149, -0.0399], [0.6225, 0.2003, 0.2180], [0.4630, -1.5592, -0.2611], [-0.4611, 0.0389, -0.4179], [0.2518, -0.1298, 0.0836], [-0.0944, 0.0576, -0.0460], [-0.0560, -0.0534, 0.0124], [0.1317, 0.0601, 0.0520], [-0.2811, 0.2946, -0.2191], [0.2158, -0.1894, 0.0318], [-0.0211, 0.2364, 0.2645], [-0.1329, -0.2933, 0.0410], [-0.1076, -0.0583, -0.0958], [0.0207, -0.0094, 0.0928], [0.0153, 0.0823, -0.0007], [-0.0578, -0.0668, -0.0522], [0.0010, 0.2892, 0.0119], [-0.0086, 0.0217, 0.0463], [0.1112, -0.0244, 0.0115], [0.0686, 0.0661, 0.0030], [-0.0334, 0.1008, 0.0607], [-0.1062, -0.0071, 0.0461], [0.0430, 0.0482, -0.0511], [-0.0310, 0.0427, -0.0258], [-0.0826, 0.0012, 0.0099], [-0.0766, -0.1124, 0.0397], [0.0759, 0.0126, -0.0242], [-0.0303, -0.0955, 0.0214], [0.0011, -0.0006, 0.0569], [0.1473, 0.0080, -0.0681], [-0.0433, -0.0002, -0.0381], [-0.0186, -0.0362, 0.0209], [-0.3784, 0.3104, -0.1472], [0.0510, 0.1726, -0.0684], [-0.0167, -0.1356, 0.1079], [-0.0393, 0.0647, -0.0087], [0.1456, -0.0479, -0.1935], [-0.1074, -0.0949, 0.1770], [-0.0151, -0.0891, 0.0604], [0.0167, -0.0439, 0.0310], [-0.2415, 0.0889, 0.2352], [0.0762, 0.0444, -0.1508], [0.0659, -0.0306, -0.0301], [0.0360, -0.1202, -0.0053], [-0.6162, 0.1199, -0.6576], [0.1162, -0.0878, 0.6215], [0.1623, -0.1130, 0.1302], [-0.1038, -0.0163, 0.0838], [-0.1093, 0.1684, -0.0681], [0.1185, 0.0785, 0.1059], [0.1955, 0.1750, 0.1353], [-0.6752, -0.4446, -0.0100], [0.0061, -0.0555, 0.0226], [0.0867, 0.0874, -0.0019], [0.0435, -0.0231, -0.0060], [0.0691, 0.0048, 0.0078], [0.0667, -0.0679, -0.1141], [0.0149, -0.0297, 0.0079], [0.0009, 0.0094, -0.0448], [-0.0533, -0.0537, 0.1129], [-0.0672, 0.0326, 0.0762], [-0.0136, 0.0518, -0.0025], [-0.0670, -0.2766, 0.2150], [-0.0911, 0.1287, 0.3926], [-0.1616, 0.0643, 0.0926], [0.3341, 0.1374, -0.1566], [0.0727, -0.4363, 0.0236], [0.2566, -0.0954, 0.2043], [-0.1892, 0.0205, -0.1475], [0.1670, 0.1138, -0.0577], [0.0171, -0.1533, 0.0682], [-0.0769, 0.0000, -0.1696], [0.0622, -0.1428, 0.0625], [-0.0430, 0.1103, 0.1020], [-0.1828, -0.0616, -0.1351], [-0.0486, 0.1429, 0.2007], [0.2193, 0.0632, -0.1195], [-0.1154, 0.0222, -0.0131], [-0.0405, 0.0932, -0.0466]]
}